Record 1
109
Properties=species:S:1:pos:R:3 method="wB97M-V/def2-TZVPD" gap_ev=5.56 lumo_ha=-0.3204 charge=+3
Pt -1.82296 0.36707 0.99061
C 0.96800 0.67998 3.21069
C -0.32261 0.09304 3.66815
C -0.60159 -0.38443 4.94155
C -1.91903 -0.83073 4.91537
C -2.71157 -1.38875 6.03976
N -2.38736 -0.63273 3.67513
N -1.42841 -0.05896 2.91825
B -3.79041 -0.92598 3.10390
N -3.64849 -1.93425 1.96901
N -2.85720 -1.66999 0.90149
C -2.93838 -2.68225 0.04272
C -2.22589 -2.73699 -1.25997
C -3.80723 -3.63761 0.57734
C -4.23912 -3.12915 1.79721
C -5.17013 -3.75835 2.76703
N -4.29413 0.40687 2.52645
N -3.58005 1.10603 1.61608
C -4.22738 2.25184 1.34614
C -3.78666 3.28722 0.37359
C -5.38243 2.28143 2.11881
C -5.39396 1.10383 2.85586
C -6.39188 0.66911 3.86406
H 1.72108 0.50078 3.97368
H 1.28921 0.23661 2.27230
H 0.88181 1.75630 3.06485
H 0.07086 -0.40557 5.77968
H -2.08286 -1.45026 6.92351
H -3.56707 -0.75170 6.26355
H -3.08860 -2.38306 5.80428
H -4.51375 -1.31720 3.94920
H -1.65591 -1.82830 -1.42708
H -1.55667 -3.59643 -1.29368
H -2.95005 -2.84653 -2.06644
H -4.08709 -4.57180 0.12553
H -5.48523 -4.73091 2.39970
H -4.69033 -3.89207 3.73638
H -6.05445 -3.13902 2.91633
H -2.99245 2.91435 -0.26415
H -4.64246 3.57662 -0.23400
H -3.43956 4.18207 0.89211
H -6.11688 3.06649 2.12906
H -7.19055 1.40221 3.92957
H -6.82009 -0.29806 3.60417
H -5.93061 0.57376 4.84701
C 3.03769 -0.01409 -5.11559
C 2.22504 -1.20171 -4.61400
N 1.70436 -0.97255 -3.25916
C 0.51408 -0.38513 -3.13054
C -0.12645 -0.13532 -1.94089
C -1.46122 0.57126 -2.03349
O -1.77799 0.97532 -3.12933
O -2.19480 0.73344 -0.97805
C 0.47440 -0.55174 -0.73681
O -0.00602 -0.43201 0.43591
C 1.77722 -1.17479 -0.87684
C 2.44220 -1.62032 0.27126
C 3.68905 -2.16480 0.19578
F 4.22343 -2.58800 1.35522
C 4.37994 -2.29957 -1.03355
C 3.69746 -1.87287 -2.17028
C 2.40316 -1.34217 -2.12448
N 5.68288 -2.79302 -1.13135
C 6.46151 -3.08494 0.07807
C 7.89597 -3.46624 -0.30041
N 8.27010 -2.74385 -1.54711
C 7.48863 -3.28118 -2.70521
C 6.07094 -3.65163 -2.24089
H 3.40730 -0.20963 -6.12013
H 3.89186 0.18221 -4.46785
H 2.41900 0.88174 -5.14779
H 2.81864 -2.11388 -4.61432
H 1.38016 -1.37477 -5.27873
H -0.00048 -0.08980 -4.03754
H 1.94608 -1.56888 1.22864
H 4.20284 -1.92517 -3.12185
H 6.04118 -3.90014 0.67248
H 6.47039 -2.19242 0.70268
H 7.98935 -4.53480 -0.48696
H 8.57424 -3.20315 0.50871
H 9.27313 -2.82138 -1.72880
H 8.04550 -1.75449 -1.41675
H 7.99257 -4.16594 -3.09083
H 7.46645 -2.52565 -3.48802
H 6.03376 -4.70209 -1.92967
H 5.38358 -3.54769 -3.07376
C -0.47173 4.45751 2.32944
C -0.98900 3.18472 2.19664
N -0.85511 2.49064 1.06174
C -0.28624 3.05065 -0.00013
C 0.21948 4.37676 0.01848
C 0.16235 5.04345 1.25852
C 0.82086 5.01225 -1.11171
C 0.64021 4.78906 -2.45630
C -0.57823 4.45155 -3.12861
C -0.60902 4.45673 -4.54222
C -1.84829 4.31761 -5.13731
N -2.93453 4.09412 -4.42764
C -2.82066 3.93231 -3.12035
N -1.70616 4.17046 -2.45992
H -0.56979 4.97920 3.27050
H -1.49826 2.70431 3.02116
H -0.15497 2.45575 -0.89057
H 0.58263 6.03703 1.33957
H 1.47372 5.85088 -0.88979
H 1.46259 5.07953 -3.09810
H 0.29568 4.60506 -5.11442
H -1.98085 4.41596 -6.20820
H -3.70127 3.63179 -2.57336

***

Record 2
161
Properties=species:S:1:pos:R:3 method="wB97M-V/def2-TZVPD" gap_ev="7.70 / 7.72" multiplicity=2 lumo_ha="-0.0014 / -0.0014" charge=0
C -1.24072 6.76598 0.52297
C -2.07494 6.96049 1.78659
C -3.32716 6.06612 1.91360
C -3.42688 4.92773 0.91526
C -4.55044 3.93384 1.17600
C -4.28051 2.56879 0.53412
C -3.17898 1.84361 1.26317
C -2.86579 0.44752 0.69426
C -2.74513 0.42638 -0.83257
C -1.46299 -0.23989 -1.39731
C -1.67706 -1.81653 -1.33060
C -1.35932 -2.54423 -0.00733
C -0.07859 -3.37910 -0.03657
S 0.23250 -4.02981 1.66178
C 1.57466 -3.06396 2.33370
S 3.05452 -3.31842 1.70888
N 1.25300 -2.25687 3.38942
C 0.33156 -1.15501 3.04516
C 0.84429 0.18228 3.52913
O 2.14761 0.36734 3.04430
C 3.05927 -0.51911 3.66018
C 2.39105 -1.79172 4.17957
C -1.45315 0.13232 -2.92439
C -0.11582 0.01978 -3.66294
C -0.14706 1.05913 -4.81212
C 0.02259 -1.32169 -4.38254
N 1.05997 0.33566 -2.82033
O 1.87411 -0.63142 -2.62716
C 0.74707 1.10757 -1.59328
C 2.05712 1.25947 -0.81997
C 0.28370 2.53175 -1.83909
C -0.21047 0.29682 -0.70157
H -0.76897 5.79195 0.57373
H -1.85535 6.75483 -0.36353
H -0.43523 7.48005 0.45112
H -1.40500 6.83018 2.62335
H -2.37930 7.99927 1.79832
H -4.19736 6.69674 1.90601
H -3.30116 5.63201 2.90740
H -3.55676 5.33331 -0.08297
H -2.47315 4.42142 0.92437
H -4.57104 3.76589 2.25012
H -5.54677 4.26729 0.89324
H -5.20752 2.01523 0.62994
H -4.06439 2.72571 -0.51301
H -2.24933 2.39817 1.29955
H -3.52486 1.67175 2.27526
H -3.71322 -0.16554 0.97121
H -1.97353 0.11384 1.19635
H -2.69709 1.44504 -1.19446
H -3.60045 -0.02152 -1.30853
H -2.75449 -1.98746 -1.50139
H -1.16833 -2.34372 -2.12567
H -1.29706 -1.89725 0.84720
H -2.15482 -3.25858 0.15489
H -0.21799 -4.28162 -0.63339
H 0.79928 -2.81765 -0.32556
H -0.65973 -1.32002 3.45699
H 0.27118 -1.07970 1.97556
H 0.78066 0.30112 4.60706
H 0.22794 0.92911 3.04903
H 3.82093 -0.78338 2.94392
H 3.54055 -0.04437 4.51448
H 3.10661 -2.57552 4.34808
H 1.99082 -1.54823 5.15825
H -1.87469 1.11280 -3.08765
H -2.11571 -0.54223 -3.40420
H -0.58529 1.99667 -4.52000
H 0.84314 1.17093 -5.22848
H -0.77755 0.65653 -5.59261
H -0.92453 -1.53936 -4.89576
H 0.77527 -1.22957 -5.15413
H 0.25917 -2.13252 -3.71705
H 2.80278 1.62092 -1.51219
H 2.37679 0.34651 -0.34272
H 1.88710 1.97898 -0.03184
H -0.59139 2.60677 -2.46315
H 1.09262 3.12062 -2.24830
H 0.01315 2.94821 -0.87872
H 0.39368 -0.48331 -0.26975
H -0.44674 0.96081 0.11991
C 5.74225 2.24533 -2.89242
Cl 5.92573 2.63907 -1.17974
Cl 7.29025 1.70844 -3.55311
Cl 4.53421 0.97920 -3.07690
Cl 5.20885 3.69306 -3.75752
C -7.11057 4.30366 -3.10073
Cl -8.03746 4.12320 -4.59099
Cl -8.20933 4.32303 -1.71815
Cl -5.99029 2.94788 -2.91042
Cl -6.19751 5.81506 -3.17140
C 7.18710 -4.53526 0.82786
Cl 7.09583 -4.76721 2.57722
Cl 5.55021 -4.40993 0.18684
Cl 8.08186 -3.05891 0.45791
Cl 8.02060 -5.90781 0.09477
C 11.40731 -4.85606 2.56697
Cl 10.52426 -6.35361 2.87557
Cl 12.76588 -4.72336 3.68346
Cl 12.00993 -4.84896 0.90909
Cl 10.33353 -3.47301 2.80371
C -0.14743 -6.50199 5.13420
Cl -0.16840 -6.66932 6.89312
Cl -1.80339 -6.52011 4.52178
Cl 0.61894 -4.97769 4.69433
Cl 0.75615 -7.84240 4.42580
C 14.13125 -2.10975 6.39143
Cl 14.16084 -2.25897 8.14929
Cl 12.46154 -2.01390 5.84040
Cl 14.99019 -0.64309 5.90930
Cl 14.94169 -3.51374 5.67525
C 13.68211 -0.71709 0.65513
Cl 14.04076 -0.69376 2.38554
Cl 14.97685 -1.55779 -0.20207
Cl 12.15941 -1.56418 0.39231
Cl 13.55567 0.93842 0.05488
C -3.57772 3.24271 -6.48986
Cl -2.47036 2.30741 -5.47787
Cl -2.64128 4.13345 -7.69089
Cl -4.68827 2.13130 -7.30961
Cl -4.50160 4.37820 -5.50911
C -3.28548 -2.27484 -4.20167
Cl -3.29437 -1.58860 -2.56574
Cl -1.62876 -2.79172 -4.56874
Cl -4.36372 -3.67512 -4.28790
Cl -3.81105 -1.04503 -5.36096
C 8.34213 -9.79022 -0.70514
Cl 7.20298 -9.15314 -1.89168
Cl 7.49424 -10.12301 0.80620
Cl 9.06529 -11.27871 -1.31831
Cl 9.61021 -8.59698 -0.41106
C 1.15213 -5.64567 -2.78076
Cl -0.38081 -5.11782 -2.07987
Cl 1.55904 -4.62319 -4.16416
Cl 2.42443 -5.51797 -1.56604
Cl 1.00931 -7.32144 -3.31362
C -7.91574 -1.11058 -4.47010
Cl -8.62130 -2.60739 -5.08742
Cl -6.87477 -0.39928 -5.70913
Cl -9.20759 0.01681 -4.05293
Cl -6.96660 -1.45350 -3.02506
C 7.87923 -5.46678 6.65395
Cl 6.95832 -6.93493 6.32151
Cl 8.32449 -5.42202 8.36207
Cl 9.33199 -5.44953 5.65597
Cl 6.88862 -4.05416 6.26620
C -11.08118 4.51271 1.32491
Cl -11.51086 2.81798 1.09022
Cl -9.35079 4.63544 1.66294
Cl -11.46198 5.41862 -0.13884
Cl -11.98044 5.16992 2.70403
C -15.83544 4.51265 0.02459
Cl -15.34212 3.10480 -0.92007
Cl -14.62096 4.83487 1.26361
Cl -15.97374 5.91502 -1.03974
Cl -17.39602 4.19482 0.78664
C -8.24228 8.08374 -0.12385
Cl -9.13136 7.97218 -1.64752
Cl -9.36790 7.94855 1.22623
Cl -7.06359 6.77233 -0.02135
Cl -7.40357 9.63700 -0.05033

***

Record 3
109
Properties=species:S:1:pos:R:3 method="wB97M-V/def2-TZVPD" gap_ev="6.22 / 6.02" multiplicity=2 lumo_ha="0.0484 / 0.0484" charge=-1
Ru 0.66677 0.42266 1.33220
C -2.25728 4.26658 -1.74908
N -1.97420 3.04773 -1.00751
C -0.82200 2.38199 -1.03360
N -0.86503 1.35635 -0.20693
C -2.10792 1.47549 0.35791
N -2.81043 2.48642 -0.10818
C -2.12859 4.00303 -3.23192
C -1.64717 4.96175 -4.11344
C -1.53726 4.67549 -5.47174
C -1.89021 3.42849 -5.96215
C -2.37461 2.46815 -5.07792
C -2.49714 2.76281 -3.72869
C -2.72220 1.12112 -5.51906
N -2.56776 0.54440 -6.66062
N -3.02434 -0.76340 -6.50232
C -3.41215 -0.86502 -5.27819
O -3.25907 0.28991 -4.59564
C -3.95336 -2.00488 -4.54419
C -3.95490 -3.27791 -5.10749
C -4.44045 -4.34268 -4.36834
C -4.92965 -4.14265 -3.08128
C -4.95110 -2.87057 -2.52436
C -5.51243 -2.63461 -1.13999
N -4.53324 -2.27314 -0.13656
C -3.93909 -1.09096 0.08960
N -3.10068 -1.18264 1.09498
C -3.21569 -2.48555 1.45964
N -4.07343 -3.18457 0.74639
C -4.45781 -1.80790 -3.26480
H -1.56949 5.03504 -1.39987
H -3.26920 4.57816 -1.49002
H -0.00394 2.64191 -1.68471
H -2.48521 0.79252 1.10322
H -1.34248 5.92994 -3.73483
H -1.15612 5.42895 -6.14829
H -1.78998 3.18599 -7.01133
H -2.87274 2.00733 -3.05183
H -3.56835 -3.41572 -6.10809
H -4.43070 -5.33885 -4.79040
H -5.29834 -4.98328 -2.50617
H -5.98703 -3.54368 -0.77749
H -6.26197 -1.84174 -1.16946
H -4.15009 -0.19955 -0.48096
H -2.65725 -2.92555 2.26822
H -4.46459 -0.80768 -2.84961
O -0.03782 -0.09673 3.25821
N -0.73915 0.62593 4.07552
C -0.46035 0.46385 5.33493
C 0.57806 -0.39820 5.82723
N 1.39298 -1.08287 6.26243
C -1.25358 1.18109 6.28955
N -1.88861 1.72621 7.07762
Se 0.42351 2.83962 2.49042
C 0.35636 4.31981 1.42395
N 0.28937 5.26738 0.76094
C 1.46347 -4.18813 4.81660
N 0.81254 -3.63278 3.65134
C -0.53346 -3.17668 3.93153
C 1.61485 -2.65285 2.92719
C 1.31887 -2.67517 1.44119
C 1.39939 -3.91103 0.79586
C 1.15051 -4.04515 -0.55760
C 0.78871 -2.91912 -1.28919
C 0.71770 -1.69112 -0.65184
C 1.00027 -1.52048 0.71785
H 1.64804 -3.44599 5.61010
H 2.41949 -4.63159 4.53148
H 0.83659 -4.97997 5.23461
H -0.59149 -2.55847 4.84122
H -1.20044 -4.03450 4.06216
H -0.89812 -2.57529 3.09791
H 2.66632 -2.91359 3.08894
H 1.47555 -1.63840 3.31216
H 1.64529 -4.78309 1.39156
H 1.22148 -5.01531 -1.03478
H 0.55722 -2.99788 -2.34559
H 0.41624 -0.83295 -1.24323
C 3.99764 -0.93540 0.71332
Si 3.08590 0.69442 1.05606
C 3.40187 1.71304 -0.56817
C 2.89701 3.15337 -0.51346
C 4.89983 1.73049 -0.89583
C 2.67036 1.02027 -1.72481
C 4.00157 1.40404 2.61359
C 3.26296 0.93576 3.87082
C 4.10990 2.93218 2.63280
C 5.43531 0.85391 2.70200
H 5.06204 -0.75249 0.56096
H 3.59947 -1.44814 -0.16321
H 3.89169 -1.62291 1.55466
H 3.46217 3.77701 0.17732
H 1.85533 3.20039 -0.20665
H 2.97516 3.61048 -1.50921
H 5.48661 2.18519 -0.09488
H 5.06748 2.32521 -1.80255
H 5.29289 0.72996 -1.08037
H 1.59143 0.99630 -1.55569
H 3.00150 -0.00858 -1.87609
H 2.84720 1.57325 -2.65633
H 2.24201 1.31632 3.90928
H 3.78314 1.29542 4.76662
H 3.21693 -0.15443 3.93509
H 3.14310 3.42186 2.51787
H 4.77918 3.29441 1.84871
H 4.53200 3.24972 3.59415
H 5.45406 -0.22637 2.84902
H 5.93406 1.31283 3.56373
H 6.03035 1.08625 1.81596

***

Record 4
102
Properties=species:S:1:pos:R:3 method="wB97M-V/def2-TZVPD" gap_ev="5.75 / 6.13" multiplicity=4 lumo_ha="-0.0427 / -0.0287" charge=0
Cr 2.00219 -0.85546 2.25543
C 3.27462 0.81573 2.70591
C 1.96221 1.27349 2.17905
C 1.82540 0.68628 0.89304
C 3.07131 0.01544 0.59723
C 3.93337 0.10259 1.73325
C 5.36883 -0.34117 1.71128
C 3.42352 -0.45289 -0.80100
C 0.83570 0.89406 -0.16547
C 1.03596 2.20072 2.85697
C 3.78854 1.32620 4.00591
H 5.88728 -0.15178 2.71303
H 6.01847 0.30258 1.06264
H 5.41069 -1.39169 1.41019
H 2.50941 -0.83362 -1.26097
H 4.11301 -1.28567 -0.78802
H 3.97200 0.37363 -1.33428
H 0.08623 0.08489 -0.14953
H 1.36720 0.94970 -1.16948
H 0.35594 1.90358 -0.01097
H 1.16270 3.26339 2.51955
H 1.12905 2.09267 3.94786
H 0.02702 1.88016 2.61370
H 3.53876 2.42134 4.16138
H 4.85541 1.13222 4.21682
H 3.19126 0.76801 4.76923
C -3.24153 3.13935 -3.00571
P -1.54766 3.84135 -2.65662
C -1.44311 5.39686 -3.53141
C -0.75126 6.43110 -2.84949
C -0.61143 7.67530 -3.42969
C -1.35592 7.88492 -4.60339
C -2.16867 6.91106 -5.22382
C -2.09794 5.60959 -4.76261
C -0.59070 2.68991 -3.74594
C -1.08029 1.42642 -4.14716
C -0.20465 0.53132 -4.77307
C 1.07328 0.89228 -5.20461
C 1.53322 2.18688 -4.88930
C 0.74253 3.01599 -4.08883
H -3.46136 3.24796 -4.04563
H -3.95970 3.84338 -2.44798
H -3.35365 2.16124 -2.67512
H -0.34302 6.21790 -1.86783
H -0.00983 8.45609 -2.96698
H -1.31071 8.87920 -5.03563
H -2.76914 7.22608 -6.06560
H -2.46830 4.76465 -5.32754
H -2.06553 1.07322 -3.90283
H -0.48536 -0.51163 -4.90851
H 1.68973 0.20378 -5.75692
H 2.49496 2.56900 -5.29400
H 1.21613 3.96329 -3.74073
I 2.51817 -4.29845 -2.63544
C 2.74379 -3.71333 -0.68989
C 3.98021 -3.63578 -0.03748
N 3.72494 -3.18404 1.21233
N 2.38944 -2.90561 1.38524
C 1.81726 -3.30575 0.25386
H 4.98143 -3.91995 -0.36682
H 4.38813 -2.95769 1.96146
H 0.71908 -3.31295 0.13183
C -0.22014 -4.29267 2.13905
Si 0.30713 -3.45262 3.68107
C -1.25731 -3.89219 4.78966
C 1.88814 -4.15010 4.48051
N 0.43130 -1.62448 3.38755
C -0.66881 -0.89659 3.75829
C -1.66887 -0.40291 2.87153
C -2.77353 0.17459 3.44203
C -2.98888 0.21844 4.80068
C -2.00751 -0.16601 5.68538
C -0.93577 -0.81014 5.17568
H 0.55449 -4.82123 1.58454
H -0.67754 -3.56834 1.41520
H -0.96027 -5.06774 2.39233
H -1.49730 -4.96499 4.80717
H -2.14227 -3.34141 4.42621
H -1.11317 -3.55276 5.80133
H 1.62161 -4.94149 5.14687
H 2.59239 -3.47575 5.01376
H 2.48257 -4.53755 3.69481
H -1.61752 -0.44506 1.74146
H -3.46694 0.63517 2.69804
H -3.92250 0.65793 5.15523
H -2.06610 -0.00160 6.77520
H -0.19263 -1.25126 5.83322
O -4.59869 -1.36552 -0.38603
C -4.26939 -2.15209 -1.45018
C -5.10805 -3.14685 -1.97075
C -4.73379 -3.81568 -3.12628
C -3.48282 -3.57172 -3.72001
C -2.59857 -2.60850 -3.12729
C -2.96217 -2.07505 -1.89605
C -1.96255 -1.30179 -1.10981
O -2.20065 -0.05189 -0.99187
O -0.92519 -1.77997 -0.54731
H -5.53026 -1.50931 -0.08907
H -6.03174 -3.40819 -1.53251
H -5.37616 -4.47040 -3.64404
H -3.14755 -4.10410 -4.56484
H -1.61165 -2.33544 -3.48168

***

Relative energy (zero: lowest compared OMol25 entry of this formula, charge and spin) per entry: 51.60; 95.43; 32.81; 101.66 kJ/mol
Max |F| per entry: 2.73; 16.58; 1.11; 5.23 eV/A